Molecular formula: C9H13ClNOP
Method: DFT, ωB97M-V with the def2-TZVPD basis set

For the largest force on an atom, the calculation gives 4.537 eV/Å. The LUMO energy is -0.004 Eh. The HOMO energy is -8.76 eV. For the relative energy (zero: lowest compared OMol25 entry of this formula, charge and spin), the calculation gives 257.6 kJ/mol. The calculation puts the HOMO-LUMO gap at 8.659 eV. The electronic energy is -34889.0877 eV.

```
! wB97M-V def2-TZVPD RIJCOSX def2/J DEFGRID3
* xyz 0 1
C 2.26786 -1.98367 0.71538
C 1.20687 -1.13508 0.36231
C 3.27399 -2.17947 -0.20421
C 1.20423 -0.58082 -0.86649
C 2.24699 -0.83989 -1.74018
C -3.50060 -0.94346 1.24295
C 1.76280 3.66537 0.27361
C -3.20574 -1.19064 -0.25024
C 0.59292 3.74551 0.87599
N 3.22057 -1.65578 -1.44893
O -2.98574 0.25800 -2.56190
P -2.70491 0.50504 -1.13646
Cl -0.15171 0.43263 -1.32276
H 2.02136 -2.58351 1.53615
H 0.45964 -0.83602 1.07575
H 4.07779 -3.04606 -0.15140
H -2.34658 -0.83257 1.64336
H -4.04761 -0.04941 1.48917
H -4.04574 -1.73701 1.90432
H 1.94585 4.22818 -0.53945
H 2.34431 -0.35440 -2.82411
H 2.57177 2.90828 0.56223
H -3.99531 -1.57961 -0.83108
H -2.40171 -1.96926 -0.22254
H 0.32386 3.32791 1.92525
H -0.13517 4.42572 0.49330
*
```